Entry 1:
Molecular formula: C25H48F9IrN10O
Method: DFT, ωB97M-V/def2-TZVPD

Structure (XYZ):
```
94
Properties=species:S:1:pos:R:3:forces:R:3:mulliken_charge:R:1
Ir 0.106 0.498 -0.363 -1.6 5.1 0.9 4.06
C -0.935 2.809 4.022 0.0 0.0 0.1 -0.95
N -0.731 1.367 3.887 0.1 0.4 0.1 0.20
C -0.593 0.659 5.171 0.0 0.1 0.1 -1.18
C -0.591 0.708 2.724 -0.4 -0.9 0.2 0.34
N 0.074 1.183 1.672 0.0 -0.5 -1.9 -0.75
C 0.888 2.376 1.701 0.7 -0.2 0.2 -0.77
C 0.332 3.390 0.743 0.0 0.3 0.6 -0.95
N 0.062 2.802 -0.580 0.7 -2.2 -0.4 -0.04
C 1.125 3.028 -1.573 0.5 0.2 -0.3 -1.74
C 2.446 2.512 -1.073 0.0 -0.1 -0.1 -0.90
N 2.308 1.106 -0.671 -1.4 -0.3 0.5 -0.15
C 3.383 0.409 -0.460 0.5 -1.9 0.1 -0.22
N 4.644 0.839 -0.375 0.2 0.0 0.0 0.17
C 5.773 -0.025 -0.783 0.0 0.0 0.0 -1.14
C 5.053 2.131 0.195 0.0 0.0 -0.1 -1.04
N 3.226 -1.010 -0.360 0.6 1.5 0.7 0.69
C 2.601 -1.729 -1.339 5.3 1.5 -2.0 -2.29
C 3.621 -1.651 0.892 0.1 0.2 0.2 -0.90
C -1.237 3.242 -1.080 -0.8 0.2 -0.2 -1.65
C -2.305 2.353 -0.502 0.0 0.4 0.1 -0.65
N -1.987 1.029 -0.966 1.2 -1.7 1.0 -0.23
C -2.912 0.338 -1.628 -0.3 -0.5 -0.1 0.17
N -4.230 0.583 -1.476 -0.2 0.4 0.1 0.22
C -4.812 0.868 -0.166 -0.1 0.1 -0.1 -0.98
C -5.091 0.882 -2.625 -0.2 0.0 0.0 -1.10
N -2.557 -0.618 -2.499 0.4 -0.1 0.0 0.08
C -1.170 -0.696 -2.939 -0.2 0.7 0.0 -0.05
C -3.450 -1.747 -2.820 0.0 -0.1 0.0 -0.95
N -1.127 -0.534 2.678 0.0 0.2 -0.4 0.26
C -0.652 -1.510 1.720 0.4 0.5 0.1 -1.11
C -2.397 -0.849 3.346 0.0 -0.2 0.0 -1.32
H -1.677 2.973 4.802 -0.1 0.0 -0.1 0.40
H -0.028 3.332 4.338 0.0 0.0 0.0 0.34
H -1.314 3.243 3.098 0.0 -0.1 0.0 0.20
H 0.181 1.154 5.762 0.0 0.0 -0.1 0.42
H -1.520 0.697 5.744 0.0 0.0 -0.1 0.40
H -0.299 -0.374 5.020 0.0 0.0 -0.1 0.34
H 0.970 2.829 2.684 0.0 -0.2 0.1 0.78
H 1.893 2.086 1.396 0.0 0.1 0.2 -0.03
H -0.610 3.768 1.135 0.0 0.0 -0.1 0.39
H 1.014 4.239 0.668 -0.1 0.0 -0.3 0.47
H 0.848 2.507 -2.489 -0.1 0.0 0.0 0.48
H 1.227 4.092 -1.810 -0.2 0.0 0.1 0.51
H 3.175 2.596 -1.881 0.0 0.0 0.0 0.85
H 2.798 3.137 -0.253 0.0 0.0 0.0 0.37
H 5.442 -0.828 -1.434 -0.1 0.0 0.0 0.34
H 6.485 0.582 -1.338 0.0 0.1 0.0 0.46
H 6.294 -0.447 0.077 -0.1 0.0 0.1 0.41
H 4.378 2.441 0.990 0.0 -0.1 0.0 0.31
H 6.039 2.001 0.636 0.0 -0.1 0.0 0.44
H 5.132 2.915 -0.557 0.0 0.0 0.0 0.34
H 2.529 -1.183 -2.279 -0.2 0.0 0.0 0.14
H 3.050 -2.712 -1.465 -0.3 0.3 0.2 1.02
H 1.397 -2.002 -0.974 5.1 1.4 -0.4 1.53
H 4.486 -1.153 1.323 0.0 0.0 -0.1 0.53
H 2.801 -1.585 1.615 0.1 -0.1 0.0 0.10
H 3.844 -2.701 0.730 0.2 0.2 -0.1 0.39
H -1.429 4.287 -0.825 0.3 0.1 0.0 0.43
H -1.255 3.155 -2.164 0.0 0.0 0.0 0.46
H -2.317 2.395 0.590 -0.1 0.1 0.0 0.29
H -3.263 2.712 -0.872 -0.1 -0.1 0.0 0.85
H -4.106 0.622 0.626 0.0 0.0 0.0 0.21
H -5.128 1.910 -0.069 0.1 0.0 0.0 0.39
H -5.701 0.249 -0.042 0.0 0.0 0.0 0.39
H -4.616 0.605 -3.562 0.0 -0.1 0.1 0.38
H -6.045 0.363 -2.531 0.1 -0.1 0.0 0.40
H -5.306 1.954 -2.659 0.0 0.0 0.1 0.32
H -0.892 0.199 -3.501 -0.1 0.0 -0.1 0.37
H -0.469 -0.803 -2.087 0.0 -0.2 -0.2 -0.57
H -1.025 -1.566 -3.567 0.1 -0.1 0.0 0.53
H -4.492 -1.476 -2.719 0.0 0.1 -0.1 0.44
H -3.265 -2.079 -3.839 0.0 0.1 0.0 0.37
H -3.264 -2.584 -2.155 0.0 0.1 0.0 0.15
H -0.880 -1.217 0.670 -0.2 -0.1 0.1 -0.57
H 0.424 -1.655 1.808 0.0 0.0 0.1 0.60
H -1.145 -2.460 1.890 0.0 0.0 -0.1 0.77
H -2.821 0.032 3.815 0.1 0.0 0.0 0.49
H -3.104 -1.222 2.603 0.0 0.0 0.0 0.44
H -2.268 -1.627 4.099 0.1 0.0 0.0 0.33
F 1.137 -5.757 -0.016 0.0 0.3 -0.1 -0.24
C 0.997 -4.460 0.183 0.2 0.1 0.3 0.21
F 0.210 -4.263 1.253 0.0 -0.1 -0.2 -0.25
F 2.203 -3.934 0.495 -0.5 -0.4 -0.1 -0.12
C 0.416 -3.694 -1.050 0.1 -1.0 -0.2 0.59
O 0.563 -2.316 -0.891 -10.0 -3.5 1.5 -1.08
C -1.096 -4.058 -1.190 -0.2 0.5 0.0 0.15
F -1.359 -5.309 -0.871 0.1 0.2 -0.1 -0.23
F -1.508 -3.826 -2.447 0.2 -0.2 0.2 -0.30
F -1.829 -3.249 -0.390 0.1 -0.2 -0.1 -0.20
C 1.133 -4.226 -2.352 0.4 0.4 -0.3 0.62
F 0.618 -5.353 -2.801 0.0 0.1 0.2 -0.24
F 2.448 -4.412 -2.129 -0.5 -0.5 -0.2 -0.23
F 1.031 -3.285 -3.314 0.0 -0.2 0.2 -0.22
```
Positions in Å, forces in eV/Å.

Calculated values
- HOMO (alpha / beta) (eV) = -15.595 / -17.006
- HOMO-LUMO gap (alpha / beta) (Ha) = 0.188 / 0.240
- multiplicity = 2
- charge = +3
- ⟨S²⟩ = 0.754
- max |F| (eV/Å) = 10.715

---

Entry 2:
Molecular formula: C21H20Cl2FN2O7P
Method: DFT, ωB97M-V/def2-TZVPD

Structure (XYZ):
```
54
Properties=species:S:1:pos:R:3:forces:R:3:mulliken_charge:R:1
C -0.111 4.433 -3.346 -0.4 0.0 0.1 -1.28
C -1.413 4.527 -2.599 0.3 -0.2 0.0 0.84
Cl -2.461 5.775 -3.138 -0.2 0.1 0.0 -0.20
C -1.763 3.713 -1.606 0.0 0.3 -0.2 -0.96
Cl -3.250 3.871 -0.747 0.0 -0.1 0.1 -0.20
C -0.926 2.605 -1.114 -0.1 -0.2 -0.3 0.86
C -0.742 1.454 -1.772 0.2 -0.2 0.3 0.95
C -1.397 1.179 -3.089 0.5 0.0 -0.2 -0.33
O -2.565 1.342 -3.279 -0.1 0.4 -0.1 -0.50
N -0.489 0.739 -4.112 -0.4 0.0 -0.2 -0.02
C -1.015 0.855 -5.420 -0.3 0.1 -0.1 0.46
O -1.664 0.080 -6.027 0.3 0.0 0.0 -0.44
F -0.646 2.037 -5.947 -0.2 -0.2 0.2 -0.22
C 0.126 0.375 -1.173 -0.1 0.3 0.2 0.36
O 0.730 -0.402 -1.880 -0.2 -0.2 -0.2 -0.59
C 0.141 0.322 0.314 -0.1 0.1 -0.1 -0.26
C -0.042 1.528 0.987 0.1 -0.2 0.2 0.15
C -0.050 1.568 2.366 0.0 0.1 -0.2 -1.05
C 0.098 0.411 3.117 0.0 0.1 0.0 1.00
C 0.067 0.564 4.613 0.2 0.0 0.3 -1.53
C -1.067 -0.175 5.342 -0.2 0.0 0.0 -0.52
O -2.219 -0.349 4.517 0.0 0.0 -0.1 -0.57
C 0.285 -0.805 2.437 0.0 -0.1 -0.2 0.61
P 0.593 -2.263 3.464 0.5 0.0 0.6 0.69
O 1.418 -2.028 4.671 0.0 0.0 -0.1 -0.67
C 0.308 -0.863 1.032 0.1 -0.1 0.2 0.78
C 0.515 -2.153 0.286 0.0 0.0 -0.1 -2.13
C 1.962 -2.343 -0.172 0.1 -0.1 -0.1 0.45
O 2.820 -1.563 0.114 0.1 0.1 0.1 -0.52
N 2.250 -3.520 -0.950 -0.5 -0.1 0.3 -0.02
C 1.586 -3.474 -2.252 0.1 0.2 0.0 -0.92
C 1.927 -4.757 -0.217 0.1 0.2 -0.1 -0.83
C -0.245 2.776 0.211 0.0 0.1 0.0 -0.15
O 0.101 3.861 0.603 -0.1 0.1 0.1 -0.57
H -0.246 3.816 -4.235 0.1 0.0 0.0 0.22
H 0.657 4.009 -2.703 0.1 0.0 -0.1 0.31
H 0.178 5.428 -3.671 0.2 0.0 0.0 0.48
H -0.216 -0.226 -3.946 0.4 0.1 0.3 0.23
H -0.197 2.518 2.862 0.0 0.0 0.0 0.49
H 1.019 0.217 5.018 0.0 0.0 0.1 0.50
H -0.007 1.621 4.855 0.0 0.1 -0.2 0.48
H -1.388 0.435 6.186 0.1 0.0 0.1 0.41
H -0.716 -1.121 5.755 0.0 -0.1 -0.1 0.32
H -2.336 -1.279 4.316 0.0 0.0 0.0 0.34
H 1.150 -3.245 2.635 -0.2 0.0 -0.2 -0.14
H -0.679 -2.788 3.780 -0.1 -0.1 -0.3 0.05
H 0.239 -3.027 0.868 -0.2 0.0 0.1 1.17
H -0.127 -2.175 -0.594 0.1 -0.1 0.0 0.55
H 1.770 -2.506 -2.713 0.1 0.0 -0.1 0.26
H 0.497 -3.606 -2.185 0.0 -0.1 0.0 0.36
H 1.989 -4.255 -2.892 0.0 -0.1 0.0 0.39
H 1.806 -4.560 0.848 0.1 0.0 0.1 0.25
H 2.747 -5.463 -0.325 0.0 -0.1 0.0 0.33
H 1.000 -5.212 -0.578 0.0 -0.1 0.0 0.33
```
Positions in Å, forces in eV/Å.

Calculated values
- HOMO (eV) = -9.481
- HOMO-LUMO gap (Ha) = 0.278
- SMILES = C/C(Cl)=C(/Cl)C1=C(C(=O)NC(=O)F)C(=O)c2c(cc(CCO)c([PH2]=O)c2CC(=O)N(C)C)C1=O
- max |F| (eV/Å) = 0.783

---

Entry 3:
Molecular formula: C27H40F3IrN8
Method: DFT, ωB97M-V/def2-TZVPD

Structure (XYZ):
```
79
Properties=species:S:1:pos:R:3:forces:R:3:mulliken_charge:R:1
Ir 0.190 -0.048 -0.071 -0.3 0.0 1.3 1.23
C -0.627 0.755 2.874 0.0 0.0 0.2 -0.92
N 0.306 -0.162 2.178 -0.2 0.0 -1.1 0.06
C 0.037 -1.566 2.576 0.1 0.0 0.3 -1.23
C 1.695 0.179 2.581 0.1 0.0 0.5 -1.87
C 2.643 -0.131 1.492 0.3 0.0 0.0 1.50
C 3.999 -0.298 1.701 0.1 0.0 0.0 -0.93
C 4.854 -0.432 0.610 -0.1 0.0 0.0 -0.77
C 4.360 -0.396 -0.699 0.0 0.0 0.0 -0.95
C 3.009 -0.244 -0.916 0.2 0.0 0.1 -0.53
C 2.130 -0.135 0.188 0.0 0.1 -0.9 0.86
H -0.472 0.687 3.953 0.0 0.0 0.0 0.38
H -1.654 0.492 2.660 0.0 0.0 0.0 0.27
H -0.450 1.778 2.552 0.0 0.0 0.0 0.32
H 0.117 -1.661 3.661 0.0 0.0 0.0 0.51
H 0.766 -2.227 2.108 0.0 0.0 0.0 0.40
H -0.964 -1.854 2.282 -0.1 0.0 0.0 0.37
H 1.963 -0.333 3.509 -0.1 0.0 0.0 0.62
H 1.744 1.250 2.798 0.0 0.0 0.0 0.51
H 4.396 -0.299 2.709 0.0 0.0 0.0 0.57
H 5.917 -0.555 0.777 0.0 0.0 0.0 0.47
H 5.034 -0.491 -1.540 0.0 0.0 0.0 0.54
H 2.640 -0.220 -1.933 0.0 -0.1 0.0 0.44
C -3.680 -3.332 0.900 0.1 0.0 0.0 -0.97
N -2.333 -3.605 0.390 -0.1 0.0 0.1 -0.04
C -2.010 -5.026 0.178 -0.1 -0.1 0.0 -0.68
C -0.581 -4.997 -0.344 0.0 0.0 0.0 -0.67
N -0.305 -3.562 -0.462 0.0 0.1 0.0 0.25
C 0.979 -3.179 -1.000 -0.1 -0.1 -0.1 -1.25
C -1.341 -2.806 -0.042 0.2 0.1 0.1 0.12
N -1.355 -1.457 -0.067 0.0 0.0 -0.3 -0.19
C -2.554 -0.696 0.286 -0.1 -0.1 0.1 -1.24
C -2.547 0.621 -0.437 0.0 0.1 -0.2 -1.38
N -1.336 1.377 -0.089 -0.1 0.1 0.3 -0.07
C -1.297 2.719 -0.199 0.1 -0.2 -0.2 0.44
N -0.211 3.466 0.102 0.0 -0.1 0.0 0.32
C 1.101 3.051 0.517 0.0 0.0 0.0 -1.40
C -0.446 4.898 -0.105 0.0 0.0 0.0 -0.68
C -1.909 4.943 -0.524 0.0 0.0 0.1 -0.73
N -2.299 3.524 -0.588 -0.1 0.0 -0.1 -0.07
C -3.695 3.265 -0.954 0.0 0.0 0.0 -1.06
H -4.015 -4.232 1.410 0.0 0.0 0.0 0.35
H -4.385 -3.126 0.094 0.0 0.0 0.0 0.38
H -3.691 -2.525 1.623 0.0 0.0 0.1 0.39
H -2.713 -5.471 -0.526 0.0 0.0 -0.1 0.38
H -2.098 -5.565 1.121 0.0 0.0 0.0 0.43
H -0.475 -5.482 -1.314 0.0 0.0 0.0 0.36
H 0.130 -5.461 0.341 0.0 0.0 0.0 0.38
H 1.771 -3.720 -0.479 0.0 0.0 0.0 0.42
H 1.159 -2.120 -0.874 0.0 0.0 0.0 0.34
H 1.047 -3.417 -2.064 0.0 0.0 0.0 0.36
H -2.592 -0.521 1.361 -0.1 0.0 0.1 0.13
H -3.470 -1.203 0.000 0.1 -0.1 -0.1 0.87
H -3.458 1.131 -0.145 0.1 0.1 0.1 0.82
H -2.576 0.453 -1.518 -0.1 -0.1 0.0 0.19
H 1.069 2.046 0.928 0.0 0.0 0.0 0.42
H 1.462 3.724 1.297 0.0 0.0 0.0 0.54
H 1.825 3.072 -0.303 0.0 0.0 0.0 0.24
H 0.227 5.289 -0.869 0.0 0.0 0.0 0.36
H -0.256 5.445 0.818 0.0 0.0 0.0 0.37
H -2.052 5.406 -1.498 0.0 0.0 0.0 0.44
H -2.535 5.471 0.195 0.0 0.0 0.0 0.41
H -4.086 4.184 -1.381 0.0 0.0 0.0 0.38
H -4.306 3.021 -0.085 0.0 0.0 0.0 0.39
H -3.786 2.490 -1.708 0.0 0.0 0.0 0.43
F -0.047 -0.719 -6.985 0.0 0.0 0.0 -0.25
C 0.316 0.414 -6.393 0.0 0.0 0.0 0.65
F 1.550 0.734 -6.778 0.0 0.0 0.0 -0.23
F -0.516 1.386 -6.769 0.0 0.0 0.0 -0.22
C 0.265 0.279 -4.879 -0.1 0.0 0.0 0.20
C -0.317 -0.822 -4.275 0.0 0.1 0.0 -1.14
C -0.368 -0.874 -2.896 0.0 0.1 -0.2 0.03
N 0.132 0.107 -2.125 0.3 -0.2 -0.2 0.80
C 0.689 1.179 -2.721 -0.1 0.1 0.0 -0.05
C 0.773 1.301 -4.088 0.0 0.0 0.0 -0.89
H -0.720 -1.631 -4.868 0.0 0.0 0.0 0.64
H -0.830 -1.705 -2.389 0.0 0.0 0.0 0.38
H 1.071 1.954 -2.069 0.0 0.0 0.0 0.26
H 1.233 2.174 -4.533 0.0 0.0 0.0 0.55
```
Positions in Å, forces in eV/Å.

Calculated values
- HOMO (alpha / beta) (eV) = -17.232 / -17.240
- HOMO-LUMO gap (alpha / beta) (Ha) = 0.231 / 0.232
- multiplicity = 2
- charge = +3
- ⟨S²⟩ = 0.763
- relative energy (zero: lowest compared OMol25 entry of this formula, charge and spin) (kcal/mol) = 0.0
- max |F| (eV/Å) = 1.375

---

Question: Number 3 is which compound?
Answer: C27H40F3IrN8

---

Question: Which formula does entry 1 have?
Answer: C25H48F9IrN10O